Formula: C15H29FN2O11P
Source: the Open Molecules 2025 dataset
Level of theory: ωB97M-V/def2-TZVPD

Last column: Mulliken charge in e.
Geometry (Å):
H  0.6995  -1.7215  0.7973  -0.008
C  1.6744  0.9539  -0.3331  -0.455
H  -1.3431  5.9916  -6.2552  0.267
H  -2.5517  -3.7019  4.3822  0.292
O  1.1369  -2.8799  5.1216  -0.347
H  -2.3595  4.5051  -3.6721  0.139
H  -1.0252  -4.5091  6.1762  0.286
H  1.1151  3.5317  -5.3681  0.304
H  1.0769  1.9228  -0.1148  0.238
C  -1.3412  -2.1033  1.3353  -1.016
O  -1.8485  -0.0179  -2.5099  -0.658
H  -2.8309  -2.2030  5.2755  0.369
H  4.1966  -4.1773  5.6198  0.363
H  -1.5573  -1.1355  1.7920  0.219
H  2.0766  -3.4824  6.8245  0.365
O  1.5247  2.1898  -2.4606  -0.438
H  -1.1549  -2.9689  7.0180  0.237
C  -2.6792  2.1265  -1.2076  0.458
O  -0.9829  -2.3594  4.4252  -0.238
O  -0.8846  3.4286  -4.7460  -0.242
H  0.9476  0.0881  -0.1428  -0.217
N  -0.0981  0.8726  -3.7619  0.521
C  0.1400  -2.4202  1.4225  0.065
C  -2.0941  -2.9834  5.0695  -0.328
O  -2.9295  1.4389  -0.1810  -0.459
C  -1.6924  -3.6619  6.3666  -1.036
C  0.5186  3.3471  -4.3880  -0.938
O  1.2305  -4.4927  3.3695  -0.740
C  3.4746  -3.4730  5.1983  -1.154
H  0.3452  -3.4310  1.0544  0.261
P  0.2221  -3.4431  3.8519  1.089
H  -0.7899  5.4707  -3.9457  0.290
H  -0.2576  1.0378  -5.7061  0.394
C  2.2721  1.4724  -4.6771  0.403
H  3.3043  1.1759  -1.8484  0.367
H  0.8856  4.1542  -3.6574  0.265
H  3.8008  -2.4561  5.4354  0.280
C  2.0868  -3.7240  5.7571  -0.344
H  1.8005  -4.7763  5.6705  0.362
C  -1.4869  4.6977  -4.4183  -0.083
O  2.3764  0.2912  -5.3807  -0.761
H  -2.5722  -4.0376  6.8946  0.418
H  -2.9125  6.2443  -5.2858  0.323
H  1.9189  0.0280  -2.3865  0.372
C  -1.1117  1.0104  -2.7290  0.208
H  3.4978  -3.5598  4.1097  0.299
H  2.5656  0.9644  0.4042  0.309
F  -3.7875  2.9350  -1.6848  -0.261
H  -1.1500  3.0750  -2.2849  0.213
H  -1.9318  -2.8548  1.8705  0.313
O  -0.5548  0.4647  -4.9631  -0.428
H  -1.6730  -2.0872  0.2949  0.439
H  -2.7294  4.6580  -6.3205  0.282
N  -1.3684  2.1670  -1.8522  0.134
O  3.2377  2.3345  -4.6389  -0.700
O  0.6225  -2.2759  2.7513  -0.382
C  0.9602  1.8948  -3.7820  0.576
C  2.1715  1.0256  -1.8934  -0.437
C  -2.1816  5.4389  -5.6923  -1.050

Results
**F_max**: 9.63 eV/Å
**HOMO energy**: -4.9 eV
**DFT total energy**: -53529.514 eV
**Net charge**: -1
**Molecular weight**: 463.37 Da
**HOMO-LUMO gap**: 4.93 eV